(1)
# C46H52F5GeNO3PRbSSe

A structure of composition C46H52F5GeNO3PRbSSe (ωB97M-V with the def2-TZVPD basis set, OMol25).

The geometry in ORCA input format:
```
! RIJCOSX wB97M-V def2-TZVPD def2/J DEFGRID3
* xyz -2 1
Rb -0.96 -2.05 -0.09
F -1.39 -2.99 5.67
C -0.19 -2.89 5.09
C 0.00 -2.82 3.71
F -1.04 -2.87 2.79
C 1.28 -2.75 3.19
F 1.33 -2.59 1.86
C 2.50 -2.91 3.95
S 4.02 -2.81 3.27
C 2.26 -2.98 5.36
F 3.26 -2.81 6.27
C 0.98 -3.01 5.87
F 0.87 -3.05 7.20
Se -2.24 -7.59 -1.18
C -3.32 -8.07 -2.51
N -4.00 -8.24 -3.44
O 1.62 -1.94 -1.38
P 2.55 -1.33 -2.31
C 4.08 -2.42 -2.61
C 5.17 -1.87 -3.60
C 6.21 -2.95 -3.82
C 6.42 -3.97 -2.64
C 5.11 -4.72 -2.45
C 3.83 -3.90 -2.75
C 1.57 -0.87 -3.85
C 2.38 -0.25 -5.02
C 1.37 0.30 -6.09
C 0.09 -0.56 -6.07
C 0.31 -2.02 -5.72
C 0.91 -2.20 -4.32
C 3.25 0.30 -1.51
C 2.29 1.50 -1.76
C 2.19 2.47 -0.57
C 3.47 2.62 0.25
C 4.19 1.28 0.67
C 3.59 0.05 -0.01
H 4.40 -2.14 -1.57
H 5.65 -0.93 -3.22
H 4.55 -1.71 -4.52
H 7.19 -2.44 -3.93
H 6.03 -3.52 -4.69
H 6.78 -3.41 -1.75
H 7.17 -4.65 -2.98
H 4.96 -5.06 -1.38
H 5.24 -5.65 -3.10
H 2.93 -4.28 -2.21
H 3.48 -4.12 -3.78
H 0.86 -0.15 -3.43
H 3.03 -1.11 -5.41
H 3.08 0.57 -4.67
H 1.84 0.27 -7.08
H 1.19 1.35 -5.86
H -0.44 -0.50 -7.02
H -0.64 -0.18 -5.38
H 0.98 -2.45 -6.51
H -0.67 -2.63 -5.70
H 1.76 -2.90 -4.46
H 0.23 -2.83 -3.69
H 4.24 0.49 -2.09
H 1.29 1.21 -1.92
H 2.60 2.04 -2.68
H 1.28 2.14 0.03
H 1.89 3.45 -0.92
H 3.24 3.22 1.14
H 4.16 3.28 -0.30
H 4.17 1.20 1.77
H 5.24 1.49 0.41
H 2.70 -0.36 0.56
H 4.36 -0.78 0.02
O -0.81 0.60 -1.23
C -1.82 0.81 -0.50
O -2.41 -0.01 0.27
C -2.49 2.19 -0.72
C -2.48 3.01 0.56
Ge -3.63 2.55 2.17
C -3.28 4.09 3.29
C -4.32 4.97 3.78
C -3.97 6.16 4.50
C -2.72 6.33 5.03
C -1.68 5.51 4.60
C -2.02 4.38 3.76
C -5.49 2.92 1.56
C -6.60 2.25 2.10
C -7.87 2.40 1.57
C -8.09 3.19 0.40
C -6.99 3.83 -0.11
C -5.69 3.67 0.42
C -3.34 0.94 3.25
C -2.50 1.01 4.35
C -2.50 0.08 5.36
C -3.32 -1.05 5.31
C -4.15 -1.13 4.17
C -4.11 -0.25 3.11
H -3.53 2.06 -1.09
H -1.90 2.78 -1.42
H -2.66 4.12 0.36
H -1.51 2.93 1.05
H -5.35 4.84 3.36
H -4.69 6.98 4.64
H -2.54 7.08 5.81
H -0.61 5.76 4.79
H -1.17 3.68 3.49
H -6.45 1.57 2.98
H -8.70 1.92 2.02
H -9.05 3.25 -0.07
H -7.07 4.50 -0.98
H -4.92 4.19 -0.07
H -1.74 1.79 4.42
H -1.82 0.20 6.26
H -3.27 -1.78 6.08
H -4.88 -1.94 4.08
H -4.63 -0.37 2.15
*
```

Properties
- Largest force on an atom: 2.97 eV/A
- Frontier orbital gap: 0.2046 hartree
- Lowest unoccupied orbital energy: 0.1251 Ha



(2)
# C46H52GeKN6O2SSbTe

A structure of composition C46H52GeKN6O2SSbTe (ωB97M-V with the def2-TZVPD basis set, OMol25).

The geometry in ORCA input format:
```
! RIJCOSX wB97M-V def2-TZVPD def2/J DEFGRID3
* xyz -2 1
K -1.21 -1.64 -1.27
O 2.22 -2.64 -4.39
C 1.17 -2.45 -3.74
N 0.77 -2.84 -2.56
C 1.56 -3.65 -1.70
C 2.76 -4.25 -2.11
C 3.49 -5.09 -1.27
C 3.03 -5.34 0.01
C 1.85 -4.74 0.45
C 1.10 -3.87 -0.35
N 0.05 -3.14 0.18
C -0.79 -3.63 1.11
O -1.00 -4.82 1.38
C -1.59 -2.53 1.93
C -2.43 -3.24 2.98
C -3.64 -2.79 3.34
C -4.26 -1.68 2.67
C -3.63 -1.33 1.48
N -2.47 -1.73 1.01
C 0.15 -1.55 -4.52
C 0.55 -1.11 -5.78
C -0.31 -0.31 -6.53
C -1.54 0.03 -6.00
C -1.86 -0.45 -4.74
N -1.04 -1.21 -4.01
H 3.10 -4.05 -3.11
H 4.41 -5.54 -1.63
H 3.57 -5.99 0.68
H 1.48 -4.94 1.45
H -2.04 -4.16 3.39
H -4.18 -3.32 4.12
H -5.26 -1.34 2.89
H -4.18 -0.67 0.79
H 1.52 -1.42 -6.13
H -0.01 0.04 -7.51
H -2.25 0.64 -6.53
H -2.81 -0.20 -4.27
C 5.93 0.37 -4.16
C 5.96 0.35 -2.77
C 4.77 0.33 -2.05
C 3.54 0.33 -2.70
C 3.52 0.34 -4.10
C 4.70 0.37 -4.82
Sb 1.65 0.37 -1.70
C 1.37 2.44 -2.24
C 0.29 2.71 -3.07
C 0.10 3.97 -3.62
C 0.99 5.00 -3.32
C 2.07 4.74 -2.49
C 2.27 3.48 -1.96
C 2.46 0.54 0.26
C 2.53 1.71 1.02
C 3.12 1.69 2.27
C 3.65 0.51 2.78
C 3.55 -0.66 2.05
C 2.95 -0.65 0.80
H 6.85 0.38 -4.72
H 6.90 0.33 -2.25
H 4.81 0.31 -0.97
H 2.58 0.32 -4.63
H 4.67 0.37 -5.90
H -0.42 1.92 -3.31
H -0.75 4.16 -4.27
H 0.84 5.98 -3.74
H 2.78 5.53 -2.27
H 3.14 3.29 -1.35
H 2.10 2.63 0.65
H 3.17 2.60 2.86
H 4.10 0.50 3.77
H 3.91 -1.60 2.46
H 2.85 -1.59 0.26
C -5.04 1.73 -3.35
Te -3.75 1.57 -1.65
C -3.07 3.57 -1.83
H -5.73 2.56 -3.21
H -5.60 0.80 -3.44
H -4.44 1.88 -4.25
H -3.33 3.92 -2.83
H -1.99 3.60 -1.70
H -3.55 4.19 -1.07
C 1.12 -0.23 4.89
Ge -0.42 -1.42 4.51
C -1.89 -0.47 5.38
C 0.01 -3.04 5.51
C -0.53 -1.59 2.56
H 1.15 0.00 5.96
H 1.04 0.71 4.33
H 2.06 -0.70 4.60
H -1.62 -0.29 6.43
H -2.82 -1.02 5.32
H -2.03 0.48 4.88
H 0.14 -2.80 6.57
H 0.94 -3.48 5.14
H -0.78 -3.78 5.41
H 0.47 -1.85 2.20
H -0.71 -0.56 2.21
S -1.41 1.79 0.76
C -2.36 2.25 2.06
N -3.71 2.20 1.99
C -4.60 2.75 2.99
C -3.97 2.61 4.37
C -2.57 3.22 4.32
N -1.82 2.60 3.24
H -4.08 1.95 1.09
H -5.54 2.19 2.95
H -4.83 3.80 2.78
H -3.90 1.56 4.63
H -4.58 3.12 5.12
H -2.03 3.03 5.26
H -2.63 4.31 4.19
H -0.82 2.72 3.20
*
```

Properties
- Largest force on an atom: 1.10 eV/A
- Energy relative to the best compared isomer or geometry (same formula, charge and spin): 98.1 kJ/mol
- Frontier orbital gap: 0.1303 hartree
- Lowest unoccupied orbital energy: 0.1189 Ha



Question: largest force on an atom of number 1 (C46H52F5GeNO3PRbSSe)?
Answer: 2.97 eV/A